DFT (ωB97M-V with the def2-TZVPD basis set) results for a structure of composition C45H40CaN5O2P2S2.

2S+1   1
HOMO-LUMO gap   7.01 eV
Total charge   +1

```
97
C45H40CaN5O2P2S2 | the Open Molecules 2025 dataset | ωB97M-V with the def2-TZVPD basis set
Ca -1.2368 -0.2373 0.4213
C -5.3996 0.7210 -0.5933
C -5.8237 -0.4258 -1.2501
C -4.8706 -1.2911 -1.7676
C -3.5191 -1.0015 -1.5646
N -3.1195 0.0973 -0.9233
C -4.0339 0.9478 -0.4787
C -2.4545 -1.9163 -2.0255
C -2.5666 -2.6125 -3.2298
C -1.5571 -3.4839 -3.5995
C -0.4878 -3.6630 -2.7371
C -0.4490 -2.9159 -1.5702
N -1.3862 -2.0401 -1.2332
H -6.1067 1.4223 -0.1736
H -6.8782 -0.6376 -1.3680
H -5.1713 -2.1884 -2.2903
H -3.6552 1.8496 -0.0160
H -3.4117 -2.4513 -3.8802
H -1.6062 -4.0185 -4.5352
H 0.3081 -4.3509 -2.9736
H 0.3737 -3.0365 -0.8765
C 1.7284 -0.5162 2.1885
C 1.8337 -1.4857 1.0046
P 3.0835 -0.8277 -0.2295
C 3.8465 -2.4302 -0.7283
C 5.0690 -2.7205 -0.1277
C 5.7513 -3.8815 -0.4420
C 5.2242 -4.7622 -1.3710
C 4.0034 -4.4861 -1.9664
C 3.3143 -3.3307 -1.6465
C 2.0855 -0.4463 -1.7148
C 0.8821 0.2509 -1.6353
C 0.2356 0.6890 -2.7816
C 0.8033 0.4686 -4.0258
C 2.0221 -0.1879 -4.1167
C 2.6617 -0.6319 -2.9756
P 2.2454 1.1688 1.5777
C 1.7198 2.2680 2.9557
C 0.7580 1.9699 3.9122
C 0.4282 2.9007 4.8846
C 1.0413 4.1409 4.9035
C 1.9966 4.4526 3.9471
C 2.3337 3.5208 2.9844
C 4.0197 1.1254 2.0642
C 4.9782 1.4415 1.1092
C 6.3231 1.3985 1.4251
C 6.7206 1.0319 2.7001
C 5.7705 0.7398 3.6644
C 4.4243 0.7963 3.3530
H 2.3900 -0.8106 3.0102
H 0.6986 -0.4805 2.5630
H 0.8539 -1.5817 0.5131
H 2.1747 -2.4713 1.3384
H 5.4782 -2.0202 0.5885
H 6.6975 -4.0975 0.0301
H 5.7682 -5.6532 -1.6434
H 3.5915 -5.1768 -2.6882
H 2.3683 -3.1231 -2.1282
H 0.4688 0.5457 -0.6648
H -0.6941 1.2413 -2.6965
H 0.3226 0.8364 -4.9196
H 2.4823 -0.3368 -5.0823
H 3.6203 -1.1249 -3.0555
H 0.2574 1.0129 3.9184
H -0.3316 2.6588 5.6157
H 0.7780 4.8546 5.6694
H 2.4921 5.4142 3.9539
H 3.0876 3.7580 2.2411
H 4.6626 1.7167 0.1117
H 7.0657 1.6420 0.6801
H 7.7696 0.9676 2.9447
H 6.0801 0.4643 4.6620
H 3.6913 0.5947 4.1225
N -8.2903 0.2892 3.1165
C -6.9559 0.0163 3.1438
C -6.4035 -0.9707 2.3159
C -5.0406 -1.1875 2.2833
C -4.2047 -0.4365 3.0917
C -4.7330 0.5360 3.9281
C -6.0911 0.7603 3.9605
S -2.4557 -0.3880 2.8107
O -2.0631 -1.4963 1.9242
O -1.6704 -0.2727 4.0052
N -2.3362 0.8607 1.8403
C -1.8235 2.0774 1.9123
S -2.2327 3.2994 3.0927
C -1.3219 4.4399 2.1550
C -0.7798 3.8358 1.0745
N -1.0629 2.5088 0.9379
H -8.9205 -0.3692 2.6909
H -8.6735 0.8789 3.8351
H -7.0595 -1.5548 1.6891
H -4.6130 -1.9526 1.6510
H -4.0592 1.1030 4.5517
H -6.4967 1.5247 4.6051
H -1.2524 5.4585 2.4769
H -0.1557 4.3049 0.3324
```